ORCA calculation (wB97M-V/def2-TZVPD) on C14H23AlGeNO4SSbSe5 as an isolated structure.

- F_max: 0.5 eV Å⁻¹
- E: -431797.7055 eV
- Frontier orbital gap: 5.9473 eV
- Energy above the lowest of the compared OMol25 structures with the same formula, charge and spin: 0.000 eV

Structure (ORCA input):
```
! RIJCOSX wB97M-V def2-TZVPD def2/J DEFGRID3
* xyz -2 1
Al -0.01498 1.96615 -1.08129
C 0.05521 2.59139 5.50581
C 0.76156 2.13887 4.25681
C 1.14707 0.81556 4.08823
C 1.72557 0.38440 2.90096
C 1.92050 1.28605 1.87064
C 1.56181 2.61861 2.03044
C 0.98851 3.03626 3.21626
S 2.64915 0.75995 0.33402
O 4.03506 1.17925 0.37608
O 2.39774 -0.65622 0.23667
N 1.87573 1.60325 -0.79006
C 2.69681 2.64992 -1.43822
C 1.79894 3.72185 -2.04800
O 2.30251 4.64365 -2.66291
O 0.53719 3.55208 -1.82142
H 0.18922 1.87465 6.31699
H -1.01618 2.69351 5.32216
H 0.42455 3.56213 5.84011
H 0.97068 0.10379 4.88745
H 2.00853 -0.64783 2.75711
H 1.68650 3.31629 1.21269
H 0.67153 4.06751 3.31967
H 3.33854 2.24167 -2.22023
H 3.35499 3.14964 -0.72608
Se -4.72393 0.26791 -0.55659
Sb -3.23276 2.05737 -1.21652
Se -1.52864 2.56531 0.65722
Se -4.27746 4.08703 -1.99204
Se -1.45061 1.24989 -2.89053
C -0.34767 -4.97076 -2.62134
Ge -1.27172 -3.24007 -2.42870
C -2.82829 -3.47299 -1.28191
C -1.83043 -2.67006 -4.21121
C -0.00528 -1.93516 -1.70325
Se -0.79038 -0.74878 -0.36969
C -0.36602 -1.86596 1.16733
H -1.02817 -5.72084 -3.02912
H 0.01860 -5.32504 -1.65662
H 0.50334 -4.87476 -3.29755
H -3.60422 -4.02662 -1.81361
H -3.23114 -2.49939 -0.99417
H -2.56853 -4.02633 -0.37732
H -2.54516 -3.37551 -4.63824
H -0.96625 -2.60079 -4.87408
H -2.29490 -1.68557 -4.14605
H 0.33677 -1.28050 -2.50672
H 0.87857 -2.39182 -1.25838
H -0.98416 -2.76277 1.12998
H -0.61982 -1.28828 2.05472
H 0.69153 -2.11793 1.17048
*
```

natural (NBO) atomic charge list, values in e, 6 entries:
1. Al 1.4605
2. C -0.6244
3. C -0.0174
4. C -0.2182
5. C -0.2142
6. C -0.2528

***

ORCA calculation (wB97M-V/def2-TZVPD) on C14H23BMnN6 as an isolated structure at a distorted geometry.

- F_max: 4.1 eV Å⁻¹
- E: -55808.2571 eV
- Frontier orbital gap (spin up / spin down): 4.8443 / 5.6231 eV
- Energy above the lowest of the compared OMol25 structures with the same formula, charge and spin: 1.013 eV

Structure (ORCA input):
```
! RIJCOSX wB97M-V def2-TZVPD def2/J DEFGRID3
* xyz 2 6
C -0.15154 -2.45725 1.38671
N 0.02620 -1.63062 0.30605
N 1.20535 -2.01006 -0.32324
C 1.72562 -3.03376 0.34823
C 0.91360 -3.34140 1.43865
B 1.76797 -1.25805 -1.56057
N 0.70333 -1.13507 -2.67779
N -0.58685 -0.69023 -2.35326
C -1.26435 -0.69598 -3.53396
C -0.44071 -1.13786 -4.57846
C 0.78885 -1.40612 -3.98747
Mn -0.93672 -0.29451 -0.32222
N 2.33816 0.14115 -1.18099
N 1.51554 1.10349 -0.61204
C 2.34956 2.13965 -0.34633
C 3.66904 1.85343 -0.74057
C 3.60905 0.57293 -1.27103
H 1.96736 3.05391 0.11547
H 4.36607 -0.07399 -1.70601
H 4.55181 2.48094 -0.66536
H 2.68140 -1.91990 -1.97382
H 1.72520 -1.77261 -4.38787
H 2.64610 -3.46378 -0.00969
H -0.69714 -1.25404 -5.61991
H 1.07217 -4.11628 2.16900
H -2.31268 -0.39382 -3.55786
H -1.00499 -2.29953 2.03925
H -0.65479 1.55269 -0.86224
C -1.81825 1.45161 -0.93992
H -2.08636 1.50243 -2.00871
H -2.51858 0.40403 -0.53428
H -2.26975 2.14091 -0.21371
C -1.11104 2.40980 3.14161
C -1.53599 0.92195 3.16061
C -3.07571 0.80971 3.20474
C -0.99682 0.23288 2.02892
H -1.49186 2.93489 2.25429
H -0.02147 2.48918 3.14882
H -1.49886 2.91472 4.03021
H -1.13324 0.46653 4.05666
H -3.55795 1.28303 2.34135
H -3.36994 -0.24107 3.23205
H -3.45724 1.29418 4.10927
H -0.01807 -0.27492 2.26133
H -1.61150 0.74680 1.19410
*
```

natural (NBO) atomic charge list, values in e, 6 entries:
1. C 0.0098
2. N -0.4274
3. N -0.2668
4. C 0.1187
5. C -0.2818
6. B 0.5124

***

ORCA calculation (wB97M-V/def2-TZVPD) on a 2-piece molecular cluster, C14H23Br2N4O4 overall at a distorted geometry.

- F_max: 3.8 eV Å⁻¹
- E: -169114.4167 eV
- Frontier orbital gap: 8.9134 eV

Structure (ORCA input):
```
! RIJCOSX wB97M-V def2-TZVPD def2/J DEFGRID3
* xyz 1 1
C -3.41740 1.53268 2.53125
C -3.74031 1.66625 0.97448
O -2.99492 2.69696 0.30302
C -1.60967 2.40487 0.23457
C -1.13096 2.01468 -1.25941
N 0.04548 1.10770 -1.07318
C -0.00792 -0.26153 -0.96199
N 1.19947 -0.88655 -0.75203
C 1.59054 -2.26794 -0.60372
Br 3.48105 -2.66336 -1.02718
C 0.80748 -3.30729 -0.17428
C -0.68586 -3.07575 0.21668
Br 1.55097 -5.09999 0.00503
C 2.14398 0.18215 -0.76048
C 1.42226 1.45087 -0.94188
C 1.96922 2.91004 -0.99097
C 2.06705 3.46130 -2.49507
C 3.58075 3.65294 -2.89772
N 3.86281 4.50127 -4.06095
O 4.51367 3.13986 -2.32357
H -4.32135 1.62605 3.18638
H -2.62369 2.29732 2.79709
H -2.92780 0.52072 2.67856
H -3.60398 0.66462 0.45605
H -4.82962 1.96531 0.89457
H -1.26897 1.56301 0.89822
H -1.01201 3.33196 0.50006
H -0.82656 2.94529 -1.81238
H -1.90731 1.40880 -1.80291
H -0.99041 -0.79277 -1.04329
H -1.27391 -3.04315 -0.75713
H -0.88381 -2.08947 0.72488
H -1.14060 -3.89671 0.83403
H 3.25548 0.14734 -0.65841
H 2.92243 3.04038 -0.41379
H 1.19294 3.55949 -0.47397
H 1.59987 2.69271 -3.17592
H 1.46075 4.41020 -2.62854
H 3.02361 5.09588 -4.15528
H 3.82813 3.89200 -4.89595
C -0.22894 -6.37425 3.98632
N -1.11574 -5.68077 3.01458
O -1.84431 -4.80549 3.44338
O -1.04803 -6.04082 1.85263
H -0.39577 -5.95277 4.97386
H -0.48648 -7.43127 3.96881
H 0.79841 -6.21279 3.66552
*
```

natural (NBO) atomic charge list, values in e, 6 entries:
1. C -0.6603
2. C -0.0745
3. O -0.5245
4. C -0.0689
5. C -0.2429
6. N -0.3187

***

ORCA calculation (wB97M-V/def2-TZVPD) on C14H23Br8F3N2PS as an isolated structure at a distorted geometry.

- F_max: 2.1 eV Å⁻¹
- E: -606479.2929 eV
- Frontier orbital gap: 6.3576 eV

Structure (ORCA input):
```
! RIJCOSX wB97M-V def2-TZVPD def2/J DEFGRID3
* xyz 1 1
N 2.44373 2.77783 -0.20662
P 2.38434 2.60417 -1.75583
C 1.05582 1.36274 -2.07697
C 1.45032 0.03414 -2.19323
N 0.52210 -0.90935 -2.42453
S 1.04292 -2.56194 -2.58325
C -0.79489 -0.63359 -2.51136
C -1.23234 0.66377 -2.39998
C -0.30175 1.67369 -2.18228
C -0.79826 3.11415 -2.03985
F -0.64750 3.81306 -3.16245
F -0.19322 3.71037 -1.01740
F -2.11596 3.08169 -1.75290
H 3.34420 2.50922 0.17255
H 2.05691 3.76191 -2.48906
H 3.57747 2.08084 -2.29514
H 2.49155 -0.24332 -2.11656
H 1.04702 -2.89377 -1.27375
H -1.47216 -1.46303 -2.69456
H -2.29191 0.86517 -2.46491
Br 0.83272 -0.20126 0.59882
C 1.63394 -0.95525 2.22195
C 1.75555 0.05515 3.32903
Br 3.24138 1.27096 3.04634
H 2.59083 -1.37450 1.92881
H 0.96059 -1.75766 2.51655
H 1.97799 -0.44946 4.26659
H 0.86391 0.66310 3.44626
Br -1.05008 -5.53933 0.49853
C -1.53228 -3.91633 1.45802
C -2.67876 -3.19571 0.80425
Br -2.07625 -2.26322 -0.80417
H -0.63351 -3.30881 1.51158
H -1.81059 -4.24178 2.45814
H -3.07167 -2.42264 1.46151
H -3.48521 -3.85526 0.50354
Br 4.18376 4.86155 -1.18638
C 4.85770 6.39445 -0.17683
C 6.19369 6.86473 -0.68394
Br 7.62724 5.68105 -0.11602
H 4.88467 6.08453 0.86241
H 4.10528 7.16924 -0.30495
H 6.43694 7.83776 -0.26270
H 6.23771 6.91721 -1.76664
Br -6.72907 -3.58483 2.98963
C -7.10546 -4.83256 1.54490
C -6.54492 -6.20010 1.82946
Br -4.61628 -6.24570 1.57058
H -6.69948 -4.39397 0.63922
H -8.18989 -4.87357 1.47292
H -6.94806 -6.92913 1.13021
H -6.73164 -6.53270 2.84518
*
```

natural (NBO) atomic charge list, values in e, 6 entries:
1. N -1.2700
2. P 1.2906
3. C -0.3479
4. C 0.1269
5. N -0.4196
6. S 0.2642